# C27H44F2NO28S2

9 unconnected molecules or ions with the total composition C27H44F2NO28S2 at a distorted geometry (the ωB97M-V functional and the def2-TZVPD basis, the OMol25 dataset).

Geometry (Å):
N -1.3611 -0.3222 -0.1619
S -1.3151 -1.1825 -1.4545
O -0.5159 -2.3693 -1.3091
O -1.2531 -0.5303 -2.7241
F -2.8156 -1.7174 -1.3430
S 0.1269 0.3429 -0.0495
O 0.4596 1.3317 -1.0269
O 1.1437 -0.3836 0.6432
F -0.2992 1.3471 1.1592
C 3.8560 0.5362 2.6482
C 4.4133 -0.7974 3.1616
O 3.1995 -1.4940 3.4827
C 2.2628 -0.5611 3.8086
O 1.2009 -0.8043 4.2811
O 2.6792 0.6558 3.4290
H 3.6828 0.4669 1.5727
H 4.5410 1.3606 2.8278
H 5.0215 -0.6343 4.0546
H 4.9427 -1.4162 2.4429
C 3.2359 2.7934 -2.1153
C 3.5976 1.6808 -1.1330
O 4.9145 2.0676 -0.7109
C 5.4502 2.8897 -1.6277
O 6.5794 3.2603 -1.6361
O 4.5279 3.2381 -2.5543
H 2.7255 3.6691 -1.7226
H 2.6730 2.3162 -2.9156
H 3.6211 0.6926 -1.5888
H 2.9074 1.6491 -0.2939
C -3.5624 1.9281 -1.2162
C -3.7387 1.5496 0.2566
O -4.8282 2.3579 0.6973
C -5.4033 2.9867 -0.3481
O -6.3482 3.7068 -0.2891
O -4.7259 2.7379 -1.4850
H -3.6204 1.0721 -1.8875
H -2.6911 2.5193 -1.4914
H -2.8528 1.8322 0.8234
H -3.9456 0.4885 0.3748
C -2.9555 0.0169 3.3290
C -1.5858 0.6798 3.6336
O -1.5119 0.5610 5.0409
C -2.3879 -0.3554 5.4926
O -2.4160 -0.7869 6.5994
O -3.2219 -0.7389 4.5066
H -2.9142 -0.6380 2.4612
H -3.7396 0.7674 3.2233
H -1.6913 1.6956 3.2524
H -0.7547 0.2080 3.1221
C -0.4464 -3.0223 2.0668
C -1.7926 -3.6333 1.6154
O -2.2004 -4.3766 2.7562
C -1.5527 -3.9250 3.8533
O -1.8123 -4.2508 4.9644
O -0.5646 -3.0935 3.4933
H -0.3066 -1.9849 1.7759
H 0.4270 -3.6111 1.7906
H -1.6163 -4.2892 0.7667
H -2.5428 -2.8869 1.3551
C -0.2255 2.2879 7.9916
C -0.5407 3.4660 7.0876
O 0.1457 3.3454 5.8350
C 1.2674 4.0716 5.6679
O 1.8147 4.6845 6.5403
O 1.7179 3.9918 4.4235
C 0.9793 3.3143 3.4069
H 0.8406 2.0733 8.0091
H -0.7518 1.4128 7.6139
H -0.5757 2.5119 8.9996
H -0.2622 4.4263 7.5248
H -1.6062 3.5223 6.8654
H 0.1394 3.9224 3.0634
H 0.5659 2.3857 3.7841
H 1.6576 3.1484 2.5786
C 2.9820 -3.3114 0.4382
C 4.0567 -3.0950 -0.6084
O 3.5695 -3.3750 -1.9199
C 2.7773 -2.4883 -2.5035
O 2.5709 -1.3628 -2.1197
O 2.2690 -3.0451 -3.5940
C 1.3331 -2.2911 -4.3508
H 2.2903 -2.4671 0.4278
H 3.3951 -3.3290 1.4472
H 2.4072 -4.2135 0.2311
H 4.8729 -3.8053 -0.4910
H 4.4419 -2.0759 -0.5365
H 0.8052 -1.5920 -3.7000
H 0.5289 -2.9684 -4.6365
H 1.7963 -1.7593 -5.1754
C -3.2320 -1.5813 -11.4273
C -2.8734 -0.6148 -10.3289
O -2.6969 -1.3357 -9.1157
C -2.2756 -0.6154 -8.0740
O -2.0520 0.5675 -8.1136
O -2.1685 -1.4025 -7.0203
C -1.8720 -0.7531 -5.7873
H -3.6935 -1.1103 -12.2918
H -3.9709 -2.2960 -11.0555
H -2.3492 -2.1482 -11.7214
H -3.6132 0.1790 -10.1903
H -1.9655 -0.0491 -10.5570
H -1.7313 -1.5384 -5.0501
H -2.7007 -0.1380 -5.4387
H -0.9670 -0.1497 -5.8061

## Properties
- Charge: -1
- LUMO: 2.0 eV
- HOMO-LUMO gap: 0.3939 Ha
- Highest occupied orbital energy: -8.8 eV